Record 1
16
Properties=species:S:1:pos:R:3 method="wB97M-V/def2-TZVPD" homo_lumo_gap_ha=0.3704 smiles="C[C@H]([NH3+])CC=O" e_lumo_ev=-4.1 total_charge=+1 homo_ev=-14.149 max_force_ev_per_a=4.21
O 0.858 -0.404 -2.468
N -1.445 0.355 1.068
C 0.250 -1.136 -0.272
C 1.058 -1.192 -1.523
C 0.899 1.242 0.314
C -0.369 0.308 -0.139
H 1.854 0.987 -0.267
H -0.943 0.746 -1.046
H -2.014 1.233 0.941
H -0.641 -1.815 -0.273
H 1.432 -2.217 -1.692
H -2.202 -0.463 0.880
H 0.942 1.041 1.353
H 0.825 -1.270 0.718
H 0.615 2.256 0.347
H -1.120 0.329 2.058

Record 2
63
Properties=species:S:1:pos:R:3 method="wB97M-V/def2-TZVPD" homo_lumo_gap_ha=0.3659 smiles="C[N+](=O)[O-].BrCCBr.BrCCBr.BrCCBr.BrCCBr.BrCCBr.BrCCBr.BrCCBr" e_lumo_ev=-0.1 homo_ev=-10.038 max_force_ev_per_a=2.09
Br 5.607 0.567 3.075
Br 1.946 -2.415 3.050
Br 0.515 0.612 -4.495
Br -3.816 2.315 2.144
Br 1.648 3.031 -1.329
Br 2.270 -0.869 7.381
Br -2.658 -2.233 1.026
Br 3.721 -2.302 -4.366
Br -6.715 -3.284 -0.796
Br -3.962 -1.327 -3.515
Br 4.514 -1.088 -1.077
Br -0.669 4.973 4.113
Br -2.466 5.346 -2.239
Br -0.498 -4.138 -4.383
O -1.589 1.182 -0.436
O -0.895 -0.529 -1.525
N -0.782 0.290 -0.643
C -2.160 3.671 4.041
C -0.724 4.778 -1.533
C 0.236 0.032 0.427
C 5.301 -0.651 1.567
C -1.887 -3.226 -3.309
C -4.413 -3.011 0.907
C 4.344 -0.046 0.594
C -0.102 3.550 -2.219
C 2.087 -1.343 4.638
C -2.170 3.179 2.593
C -2.276 -2.023 -4.118
C 3.077 -0.578 -4.785
C 2.023 -0.197 -3.729
C -5.312 -2.249 -0.048
C 2.758 -1.979 5.818
H -2.421 -2.328 -5.144
H -4.161 -4.013 0.528
H 3.828 -1.962 5.728
H 2.413 -2.987 6.040
H -5.650 -1.351 0.473
H -4.862 -3.087 1.920
H -4.755 -1.957 -0.923
H 3.934 0.081 -4.915
H 1.628 -1.030 -3.230
H 1.097 -0.983 4.859
H -2.733 -3.924 -3.271
H 4.567 0.975 0.241
H -1.889 2.842 4.698
H -1.350 2.557 2.227
H 4.926 -1.595 2.000
H -0.134 5.660 -1.519
H -0.820 2.753 -2.043
H 3.261 -0.162 0.823
H 0.935 -0.713 0.039
H -3.068 4.192 4.263
H 2.372 0.527 -2.994
H -0.342 -0.414 1.183
H 2.625 -0.584 -5.791
H -1.470 -1.273 -4.114
H -0.858 4.551 -0.453
H -1.440 -3.067 -2.337
H 0.137 3.491 -3.264
H -2.267 4.026 1.925
H 0.721 0.983 0.744
H 2.579 -0.384 4.367
H 6.247 -0.867 1.112

Record 3
47
Properties=species:S:1:pos:R:3 method="wB97M-V/def2-TZVPD" s2=0.762 homo_lumo_gap_ha="0.2441 / 0.2472" multiplicity=2 e_lumo_ev="-0.8 / -1.0" homo_ev="-7.433 / -7.722" max_force_ev_per_a=0.69
Ti -0.445 0.802 -0.361
S -0.995 -0.052 -2.499
S 0.361 2.471 -1.879
S -1.246 -2.536 0.035
S 3.900 -0.338 0.654
O -2.087 2.020 -0.142
O -3.679 0.439 -0.048
N -3.511 -0.923 2.201
N 0.643 -4.073 -1.014
N -1.780 0.398 1.316
N -1.410 -4.176 -2.021
N 0.388 4.120 -5.229
N -2.585 0.893 0.300
N -1.604 0.265 -6.115
N -1.341 -1.145 2.955
N 0.691 1.975 1.141
N 0.015 -0.871 2.760
C -0.400 1.491 -3.083
C 2.163 -1.142 -1.045
C -0.629 -3.650 -1.067
C 0.883 3.699 2.769
C -2.229 -0.555 2.113
C 1.482 -0.139 -0.289
C 0.186 3.029 1.783
C 3.448 -1.361 -0.643
C -0.021 3.111 -4.858
C 2.330 0.384 0.651
C 2.682 2.155 2.435
C -0.520 1.853 -4.395
C 1.922 1.528 1.452
C 2.156 3.247 3.096
C -1.125 0.975 -5.346
H -0.807 3.335 1.479
H -3.752 -1.732 2.747
H 3.673 1.785 2.664
H 1.272 -3.568 -0.410
H 0.442 4.554 3.258
H -1.589 -2.090 3.220
H -1.040 -4.747 -2.761
H 0.421 -1.522 2.092
H -2.335 -3.797 -2.124
H 1.719 -1.644 -1.895
H -4.096 -0.660 1.415
H 2.734 3.750 3.860
H 4.172 -2.042 -1.062
H 0.495 -0.895 3.648
H 1.044 -4.619 -1.758